Record 1
Density functional theory data (ωB97M-V with the def2-TZVPD basis set) for a 2-piece molecular cluster, C5H10BrO2Si overall in a non-equilibrium geometry.

XYZ file:
```
19
Properties=species:S:1:pos:R:3
Br -1.554 -1.118 3.822
Si -0.092 0.158 -0.351
O 2.005 0.591 1.916
O 3.200 -1.383 1.280
C 0.883 -0.241 1.272
C -1.292 -1.220 -0.742
C -1.402 1.437 -0.052
C 2.266 -0.613 1.431
C 1.162 0.493 -1.764
H 0.250 -0.671 2.030
H -1.598 -1.722 0.140
H -1.746 1.910 -1.019
H -1.141 2.339 0.492
H 0.555 0.407 -2.762
H 1.474 1.560 -1.746
H 2.134 -0.135 -1.782
H -0.696 -1.980 -1.340
H -2.172 -0.758 -1.309
H -2.237 0.945 0.482
```

Values from the calculation:
- Energy above the lowest of the compared OMol25 structures with the same formula, charge and spin: 1.0 kcal per mole
- Net charge: -1
- E_HOMO: -0.148 Eh
- LUMO level: 3.061 eV
- Total energy: -3210.56438 a.u.

Mulliken population analysis, charges in e, atoms 1 to 2:
1. Br -0.901
2. Si 0.438

Record 2
Density functional theory data (ωB97M-V with the def2-TZVPD basis set) for one molecule with the formula C2H4O2S in a non-equilibrium geometry.

XYZ file:
```
9
Properties=species:S:1:pos:R:3
S 1.706 -0.327 -0.170
O -0.792 -1.130 1.331
O -2.003 0.721 0.669
C -1.039 -0.008 0.580
C -0.005 0.354 -0.494
H 2.453 0.497 -0.976
H -0.367 0.032 -1.451
H 0.034 1.443 -0.539
H 0.011 -1.583 1.051
```

Values from the calculation:
- SMILES: O=C(O)CS
- Energy above the lowest of the compared OMol25 structures with the same formula, charge and spin: 8.4 kcal per mole
- Net charge: 0
- E_HOMO: -0.363 Eh
- LUMO level: 0.416 eV
- Total energy: -627.27073 a.u.

Mulliken population analysis, charges in e, atoms 1 to 2:
1. S -0.266
2. O -0.427

Record 3
Density functional theory data (ωB97M-V with the def2-TZVPD basis set) for a 2-piece molecular cluster, C5H11N overall in a non-equilibrium geometry.

XYZ file:
```
17
Properties=species:S:1:pos:R:3
N 1.937 -0.312 0.644
C 0.687 0.172 0.025
C 3.122 0.229 0.008
C -3.042 -0.533 0.024
C -0.576 -0.083 0.415
C -1.771 0.221 -0.427
H -0.587 -0.694 1.309
H 3.112 1.348 -0.051
H -2.035 1.259 -0.661
H -3.514 -0.333 1.005
H 1.961 0.060 1.587
H -2.774 -1.592 -0.135
H 1.570 1.145 -1.140
H 3.965 -0.239 0.562
H 3.099 -0.124 -1.006
H -3.785 -0.418 -0.758
H -1.367 -0.107 -1.400
```

Values from the calculation:
- Energy above the lowest of the compared OMol25 structures with the same formula, charge and spin: 107.1 kcal per mole
- Net charge: 0
- E_HOMO: -0.308 Eh
- LUMO level: 0.793 eV
- Total energy: -251.69182 a.u.

Mulliken population analysis, charges in e, atoms 1 to 2:
1. N -0.313
2. C -0.429

Record 4
Density functional theory data (ωB97M-V with the def2-TZVPD basis set) for one molecule with the formula C23H18F4N4 in a non-equilibrium geometry.

XYZ file:
```
49
Properties=species:S:1:pos:R:3
F 7.648 2.540 0.429
F 6.429 3.441 2.101
F 6.420 4.482 0.207
F -2.766 3.157 1.410
N 1.381 -1.160 1.551
N -0.449 -0.615 -0.182
N -0.549 0.107 -1.310
N -2.424 -3.649 0.419
C -2.452 -2.314 -0.188
C 5.120 1.199 0.749
C 2.951 0.946 -0.315
C -1.114 -1.758 0.266
C -0.574 -2.574 1.243
C -3.296 0.915 0.878
C 0.745 -2.256 1.800
C -1.364 -3.841 1.448
C 6.482 3.225 0.809
C -3.565 2.587 -0.800
C -3.641 -1.539 0.351
C -3.820 1.644 -1.819
C 5.294 2.481 0.332
C -3.207 2.267 0.522
C -2.462 -2.586 -1.735
C 4.284 3.033 -0.543
C 4.049 0.409 0.387
C 1.584 0.408 -0.398
C 3.152 2.298 -0.735
C -3.518 -0.070 -0.041
C -3.819 0.292 -1.374
C 0.856 -0.459 0.426
C 0.674 0.631 -1.480
H 3.863 -0.619 0.660
H -3.767 -1.635 1.402
H -4.026 -0.593 -1.958
H -0.796 -4.728 1.296
H 2.395 2.920 -1.326
H 4.368 3.989 -1.008
H -2.960 0.664 1.959
H 1.095 1.035 -2.407
H 1.123 -2.973 2.534
H -3.752 3.676 -1.033
H -3.452 -2.826 -2.003
H -1.837 -3.490 -1.940
H -4.208 2.058 -2.811
H -2.137 -1.771 -2.383
H 5.683 0.631 1.484
H -1.747 -3.812 2.495
H -3.430 -3.853 0.809
H -4.462 -1.914 -0.179
```

Values from the calculation:
- SMILES: C[C@@]1(Cc2cccc(F)c2)NCc2cnc3c(-c4ccc(C(F)(F)F)cc4)cnn3c21
- Net charge: 0
- E_HOMO: -0.303 Eh
- LUMO level: 0.194 eV
- Total energy: -1505.65520 a.u.

Mulliken population analysis, charges in e, atoms 1 to 2:
1. F -0.251
2. F -0.225

- What is the formula in the fourth record?
  C23H18F4N4

- What is the LUMO level in the fourth record?
  0.194 eV

What did the third record say?
Density functional theory data (ωB97M-V with the def2-TZVPD basis set) for a 2-piece molecular cluster, C5H11N overall in a non-equilibrium geometry.

XYZ file:
```
17
Properties=species:S:1:pos:R:3
N 1.937 -0.312 0.644
C 0.687 0.172 0.025
C 3.122 0.229 0.008
C -3.042 -0.533 0.024
C -0.576 -0.083 0.415
C -1.771 0.221 -0.427
H -0.587 -0.694 1.309
H 3.112 1.348 -0.051
H -2.035 1.259 -0.661
H -3.514 -0.333 1.005
H 1.961 0.060 1.587
H -2.774 -1.592 -0.135
H 1.570 1.145 -1.140
H 3.965 -0.239 0.562
H 3.099 -0.124 -1.006
H -3.785 -0.418 -0.758
H -1.367 -0.107 -1.400
```

Values from the calculation:
- Energy above the lowest of the compared OMol25 structures with the same formula, charge and spin: 107.1 kcal per mole
- Net charge: 0
- E_HOMO: -0.308 Eh
- LUMO level: 0.793 eV
- Total energy: -251.69182 a.u.

Mulliken population analysis, charges in e, atoms 1 to 2:
1. N -0.313
2. C -0.429